No. 1
The following is a DFT calculation (ωB97M-V/def2-TZVPD) of one molecule with the formula C4H12N2O.

Structure (XYZ):
```
19
Properties=species:S:1:pos:R:3:forces:R:3:nbo_charge:R:1
N -0.909 -0.825 -1.244 -1.39 -0.17 2.02 -0.852
C -0.379 -0.583 0.131 -0.17 0.52 -1.15 -0.083
C 0.565 -1.615 0.776 1.67 1.89 0.96 -0.064
O 0.030 -2.857 0.822 -0.27 -3.61 0.80 -0.721
C 0.357 0.765 0.330 2.24 0.65 -1.17 -0.198
N -0.323 1.921 -0.249 -1.07 0.93 -2.00 -0.658
C 0.420 3.201 -0.500 -1.24 -0.95 -0.68 -0.406
H -0.155 -1.009 -1.851 0.71 -0.62 -0.95 0.355
H -1.633 -1.596 -1.229 1.60 1.16 -0.14 0.378
H -1.273 -0.416 0.775 0.46 -0.76 -0.30 0.202
H 0.619 -1.065 1.745 0.33 -1.11 0.34 0.144
H 1.662 -1.745 0.483 -1.34 1.06 -0.56 0.158
H 0.682 -3.565 1.137 -1.38 1.86 -0.67 0.478
H 0.405 0.858 1.441 0.07 0.41 -0.74 0.189
H 1.555 0.722 -0.015 -2.77 -0.09 0.54 0.135
H -0.885 1.827 -1.182 1.58 -1.12 2.65 0.385
H -0.328 3.761 -1.123 0.96 -0.02 0.66 0.196
H 0.634 3.772 0.407 0.13 -0.21 -0.11 0.190
H 1.317 3.036 -1.132 -0.11 0.18 0.48 0.169
```
Forces are in eV/Å.

* relative energy (zero: lowest compared OMol25 entry of this formula, charge and spin): 279.37 kJ/mol
* LUMO level: 0.752 eV
* Kohn-Sham gap: 9.1 eV
* net charge: 0
* multiplicity: 1
* F_max: 0.07214 hartree/bohr
* calculated total energy: -344.27862 hartree
* HOMO level: -8.36 eV

***

No. 2
The following is a DFT calculation (ωB97M-V/def2-TZVPD) of C4H12N2O as an isolated structure.

Structure (XYZ):
```
19
Properties=species:S:1:pos:R:3:forces:R:3:nbo_charge:R:1
N -1.040 -0.443 1.779 -1.18 1.35 -2.11 -0.839
C -1.792 0.738 0.670 -1.51 -1.50 -3.04 -0.349
C -1.313 0.502 -0.820 -0.80 -0.14 -0.31 -0.231
N -0.324 -0.566 -1.036 -0.54 1.70 -0.16 -0.627
C 1.045 0.009 -1.026 -0.70 -0.45 1.11 -0.237
C 1.943 -0.973 -0.310 1.74 0.25 0.00 -0.073
O 3.207 -0.381 0.069 -0.10 0.00 -0.20 -0.731
H -1.868 -0.487 2.373 0.34 0.22 0.37 0.343
H -0.855 0.573 1.560 2.41 0.14 3.02 0.361
H -2.834 0.462 0.693 -0.14 0.07 0.34 0.226
H -1.730 1.809 0.878 0.35 -0.12 0.75 0.211
H -0.997 1.440 -1.291 0.41 -0.10 0.37 0.192
H -2.246 0.307 -1.371 0.25 -0.42 0.09 0.192
H -0.500 -1.176 -0.248 0.59 -0.29 0.17 0.385
H 1.122 0.952 -0.440 -0.26 -0.29 -0.12 0.155
H 1.338 0.269 -2.036 0.24 -0.21 -0.22 0.199
H 2.268 -1.830 -0.898 -0.43 -0.01 -0.26 0.185
H 1.461 -1.341 0.581 -0.45 -0.14 0.30 0.176
H 3.115 0.137 0.875 -0.22 -0.07 -0.09 0.463
```
Forces are in eV/Å.

* relative energy (zero: lowest compared OMol25 entry of this formula, charge and spin): 493.50 kJ/mol
* LUMO level: 0.787 eV
* Kohn-Sham gap: 9.8 eV
* net charge: 0
* multiplicity: 1
* F_max: 0.07513 hartree/bohr
* calculated total energy: -344.19706 hartree
* HOMO level: -8.98 eV

***

No. 3
The following is a DFT calculation (ωB97M-V/def2-TZVPD) of a 2-piece molecular cluster, C4H12N2O overall.

Structure (XYZ):
```
19
Properties=species:S:1:pos:R:3:forces:R:3:nbo_charge:R:1
C -0.718 1.122 0.439 -0.27 0.87 -0.07 -0.215
C 0.630 0.503 0.122 0.41 0.44 0.57 -0.468
C 0.783 -0.860 0.726 1.01 -0.22 -1.03 0.184
C 0.869 -1.955 -0.043 -0.25 -0.18 0.87 -0.495
N 1.019 -0.947 2.096 -0.36 -0.16 0.54 -0.848
N -1.778 0.489 -0.347 0.43 -0.43 -0.02 -0.848
H -0.920 1.124 1.514 0.16 -0.40 0.18 0.171
H -0.675 2.196 0.212 -0.07 -0.11 -0.30 0.180
H 1.424 1.155 0.506 -0.09 -0.02 0.29 0.215
H 0.834 0.501 -0.947 -0.28 -0.37 -0.08 0.228
H 1.067 -2.880 0.492 0.03 -0.14 -0.39 0.195
H 0.773 -1.969 -1.117 -0.18 0.16 0.02 0.206
H 0.509 -1.628 2.630 0.08 -0.15 -0.13 0.386
H 1.309 -0.166 2.654 -0.19 0.37 -0.34 0.383
H -1.601 -0.518 -0.348 -0.23 0.25 0.03 0.360
H -2.684 0.639 0.071 -0.08 0.01 -0.01 0.361
H -0.136 1.661 -2.344 -0.50 -0.51 0.29 0.477
H -0.543 0.327 -3.132 -0.21 0.17 0.71 0.480
O -0.162 1.204 -3.184 0.59 0.41 -1.13 -0.953
```
Forces are in eV/Å.

* relative energy (zero: lowest compared OMol25 entry of this formula, charge and spin): 154.27 kJ/mol
* LUMO level: 0.863 eV
* Kohn-Sham gap: 9.3 eV
* net charge: 0
* multiplicity: 1
* F_max: 0.02840 hartree/bohr
* calculated total energy: -344.32627 hartree
* HOMO level: -8.43 eV

***

No. 4
The following is a DFT calculation (ωB97M-V/def2-TZVPD) of an isolated ion of composition C4H12N2O and charge +1.

Structure (XYZ):
```
19
Properties=species:S:1:pos:R:3:forces:R:3:lowdin_spin:R:1
C 0.098 -0.130 0.655 -0.28 0.65 -2.40 0.079
C 0.492 0.143 -0.840 -0.34 -2.80 -0.29 0.011
C 0.464 -1.253 -1.557 0.74 0.66 -2.39 0.003
N 0.885 -1.219 -3.048 0.11 1.29 1.68 0.012
N -0.009 1.184 1.244 -2.47 -1.07 1.00 0.633
C -0.719 1.300 2.567 -1.10 -0.01 -0.93 0.016
O -2.086 1.151 2.140 1.59 0.51 0.18 0.167
H -0.912 -0.650 0.598 0.57 0.78 0.06 0.047
H 0.683 -0.889 1.132 0.87 0.20 0.82 0.009
H -0.320 0.751 -1.284 0.87 0.12 0.03 -0.001
H 1.529 0.456 -0.978 -0.38 0.81 0.33 0.000
H 1.241 -1.936 -1.202 -0.88 -0.05 1.15 0.001
H -0.557 -1.615 -1.627 -0.04 -0.51 0.76 0.002
H 1.675 -1.857 -3.080 -0.05 0.15 -0.49 0.000
H 1.283 -0.280 -3.210 -0.22 -0.65 -0.31 0.000
H -0.547 1.783 0.595 0.89 0.32 0.04 0.009
H -0.444 0.474 3.200 0.48 0.05 0.40 0.002
H -0.631 2.306 2.963 0.25 -0.14 0.25 0.004
H -2.125 0.280 1.732 -0.61 -0.30 0.12 0.005
```
Forces are in eV/Å.

* relative energy (zero: lowest compared OMol25 entry of this formula, charge and spin): 234.74 kJ/mol
* LUMO level (spin up / spin down): -3.240 / -8.564 eV
* Kohn-Sham gap (spin up / spin down): 9.8 / 4.4 eV
* net charge: +1
* multiplicity: 2
* F_max: 0.05576 hartree/bohr
* calculated total energy: -343.97309 hartree
* HOMO level (spin up / spin down): -13.03 / -12.95 eV